{"formula": "C35H52P4PdSe", "method": "ωB97M-V/def2-TZVPD", "elements": ["Pd", "P", "P", "P", "H", "C", "C", "H", "C", "C", "C", "C", "C", "C", "C", "C", "C", "H", "H", "H", "H", "H", "H", "H", "H", "H", "H", "H", "H", "H", "H", "H", "H", "H", "H", "H", "H", "H", "H", "H", "H", "H", "H", "H", "H", "H", "C", "C", "C", "C", "C", "C", "Se", "H", "H", "H", "H", "H", "H", "C", "C", "C", "C", "C", "C", "P", "C", "C", "C", "C", "C", "C", "C", "C", "C", "C", "C", "C", "H", "H", "H", "H", "H", "H", "H", "H", "H", "H", "H", "H", "H", "H", "H"], "coordinates": [[-0.72, 0.64, 0.60], [0.10, 2.67, 1.34], [-2.82, 1.19, -0.21], [3.51, 0.66, -1.51], [-1.34, -2.26, -7.48], [-0.59, -3.02, -7.25], [-0.69, -3.78, -6.16], [-1.61, -3.81, -5.56], [0.33, 4.09, 0.21], [-1.08, 3.27, 2.58], [1.69, 2.61, 2.20], [-3.13, 0.24, -1.72], [-4.19, 0.94, 0.95], [-2.87, 2.92, -0.76], [3.74, -0.56, -2.80], [3.95, -0.03, 0.09], [4.41, 2.17, -1.90], [0.22, -3.09, -7.98], [0.15, -4.38, -5.81], [0.44, 5.01, 0.80], [-0.53, 4.19, -0.47], [1.22, 3.92, -0.41], [-0.70, 4.21, 3.00], [-1.21, 2.53, 3.37], [-2.06, 3.45, 2.13], [1.89, 3.57, 2.69], [2.50, 2.39, 1.50], [1.68, 1.83, 2.97], [-4.11, 0.53, -2.13], [-3.12, -0.83, -1.49], [-2.34, 0.48, -2.44], [-5.11, 1.36, 0.53], [-3.96, 1.44, 1.90], [-4.33, -0.14, 1.13], [-3.87, 3.10, -1.18], [-2.10, 3.05, -1.53], [-2.69, 3.59, 0.09], [4.81, -0.68, -3.04], [3.22, -0.29, -3.73], [3.37, -1.54, -2.47], [5.03, -0.14, 0.16], [3.49, -1.01, 0.22], [3.58, 0.64, 0.88], [5.48, 1.94, -2.05], [4.29, 2.87, -1.06], [4.00, 2.64, -2.81], [0.34, 1.29, -4.20], [0.05, -0.09, -4.21], [0.08, -0.78, -5.40], [0.46, -0.18, -6.60], [0.76, 1.20, -6.61], [0.68, 1.92, -5.42], [0.34, 2.11, -2.56], [2.13, 1.09, -1.53], [-0.19, -0.62, -3.30], [-0.22, -1.82, -5.34], [0.54, -0.80, -7.49], [1.05, 1.71, -7.54], [0.92, 2.98, -5.36], [-2.23, 1.16, 6.09], [-0.86, 1.30, 5.90], [-0.23, 0.68, 4.81], [-1.01, -0.05, 3.88], [-2.40, -0.13, 4.06], [-3.00, 0.44, 5.18], [-0.31, -0.74, 2.32], [1.33, -1.49, 2.55], [1.57, -2.75, 1.99], [2.69, -3.48, 2.39], [3.62, -2.90, 3.26], [3.47, -1.58, 3.69], [2.34, -0.85, 3.30], [-1.37, -2.17, 1.99], [-1.67, -3.03, 3.05], [-2.49, -4.13, 2.83], [-3.03, -4.35, 1.55], [-2.69, -3.52, 0.48], [-1.80, -2.45, 0.69], [-2.70, 1.60, 6.97], [-0.24, 1.87, 6.59], [0.84, 0.76, 4.68], [-3.01, -0.67, 3.33], [-4.07, 0.30, 5.34], [0.85, -3.18, 1.30], [2.80, -4.51, 2.05], [4.47, -3.49, 3.60], [4.21, -1.11, 4.33], [2.27, 0.20, 3.59], [-1.25, -2.81, 4.04], [-2.70, -4.80, 3.66], [-3.71, -5.19, 1.40], [-3.09, -3.72, -0.52], [-1.46, -1.85, -0.16]], "homo_lumo_gap_ev": [7.6, 2.8], "multiplicity": 5, "fmax_ha_per_bohr": 0.0453, "e_above_lowest_kcal_mol": 10.0, "total_energy_ha": -5258.0683, "charge": 4, "s2": 6.029}

{"formula": "C35H53AsNOP2Sn", "method": "ωB97M-V/def2-TZVPD", "elements": ["Sn", "P", "P", "N", "C", "H", "H", "C", "H", "H", "C", "H", "H", "C", "H", "H", "C", "C", "H", "H", "H", "C", "C", "H", "H", "H", "C", "C", "H", "H", "H", "C", "C", "H", "H", "H", "C", "O", "C", "H", "H", "H", "C", "H", "H", "H", "C", "H", "H", "H", "C", "H", "H", "H", "H", "H", "H", "H", "H", "H", "C", "C", "C", "C", "C", "C", "As", "C", "C", "C", "C", "C", "C", "C", "C", "C", "C", "C", "C", "H", "H", "H", "H", "H", "H", "H", "H", "H", "H", "H", "H", "H", "H", "H"], "coordinates": [[0.34, 0.50, -1.34], [0.49, -1.57, -2.53], [0.75, 2.81, -0.80], [0.96, 1.25, -3.47], [1.43, -1.09, -4.03], [2.26, -1.81, -4.16], [0.76, -1.24, -4.90], [1.99, 0.33, -4.04], [2.89, 0.42, -3.43], [2.22, 0.68, -5.06], [1.21, 2.73, -3.55], [0.25, 3.19, -3.77], [1.88, 2.90, -4.39], [1.78, 3.26, -2.23], [1.86, 4.36, -2.29], [2.80, 2.87, -2.06], [1.55, 3.25, 0.75], [2.37, 2.15, 1.45], [3.32, 1.95, 0.96], [1.79, 1.20, 1.49], [2.57, 2.45, 2.49], [-0.83, 3.71, -0.96], [-1.85, 3.28, 0.11], [-2.84, 3.19, -0.34], [-1.93, 4.02, 0.92], [-1.58, 2.31, 0.55], [-1.12, -2.18, -3.09], [-1.76, -3.05, -2.01], [-2.85, -3.18, -2.17], [-1.62, -2.61, -1.02], [-1.32, -4.06, -2.01], [1.47, -2.89, -1.75], [1.02, -3.29, -0.35], [1.83, -3.86, 0.15], [0.12, -3.91, -0.34], [0.83, -2.40, 0.28], [2.29, 0.15, -0.76], [3.44, -0.11, -0.45], [-0.57, 5.25, -0.92], [0.45, 5.49, -0.63], [-0.76, 5.71, -1.90], [-1.25, 5.72, -0.21], [-0.85, -2.99, -4.37], [-1.40, -3.94, -4.34], [-1.18, -2.43, -5.25], [0.21, -3.22, -4.50], [1.54, -4.10, -2.70], [2.18, -4.88, -2.26], [0.56, -4.55, -2.86], [1.97, -3.84, -3.67], [0.52, 3.87, 1.69], [-0.28, 3.15, 1.94], [0.99, 4.15, 2.64], [0.08, 4.75, 1.24], [2.26, 4.04, 0.42], [2.48, -2.45, -1.67], [-1.23, 3.44, -1.94], [-1.79, -1.33, -3.32], [0.05, 1.04, -3.87], [-1.13, 0.83, -1.79], [-2.12, 2.21, 5.05], [-0.75, 2.14, 4.83], [-0.26, 1.43, 3.75], [-1.11, 0.78, 2.85], [-2.49, 0.85, 3.09], [-2.98, 1.56, 4.18], [-0.32, -0.21, 1.33], [0.98, -1.16, 2.55], [2.28, -1.51, 2.18], [3.17, -2.13, 3.05], [2.77, -2.42, 4.34], [1.47, -2.10, 4.74], [0.59, -1.49, 3.84], [-1.89, -1.37, 1.04], [-1.86, -2.63, 1.63], [-2.96, -3.48, 1.51], [-4.08, -3.07, 0.81], [-4.12, -1.82, 0.22], [-3.03, -0.95, 0.32], [-2.52, 2.78, 5.90], [-0.06, 2.65, 5.52], [0.84, 1.39, 3.61], [-3.22, 0.36, 2.43], [-4.07, 1.62, 4.34], [2.65, -1.32, 1.14], [4.18, -2.38, 2.71], [3.46, -2.90, 5.04], [1.15, -2.34, 5.76], [-0.42, -1.27, 4.20], [-0.98, -2.96, 2.19], [-2.91, -4.47, 1.99], [-4.94, -3.75, 0.74], [-5.02, -1.50, -0.33], [-3.06, 0.04, -0.14]], "homo_lumo_gap_ev": [5.7, 4.7], "fmax_ha_per_bohr": 0.0855, "total_energy_ha": -4627.7831, "charge": 1}

{"formula": "C35H53BeN4OP2", "method": "ωB97M-V/def2-TZVPD", "elements": ["C", "C", "C", "C", "C", "H", "H", "H", "N", "P", "P", "C", "H", "H", "C", "O", "C", "H", "C", "C", "C", "C", "C", "H", "H", "H", "C", "H", "H", "H", "C", "H", "H", "H", "C", "H", "H", "H", "C", "H", "H", "H", "C", "H", "H", "H", "C", "H", "H", "H", "C", "H", "H", "H", "C", "H", "H", "H", "C", "H", "H", "H", "C", "H", "H", "H", "C", "H", "H", "H", "Be", "N", "C", "C", "C", "C", "C", "H", "C", "H", "C", "H", "H", "H", "C", "C", "N", "C", "C", "N", "H", "H", "H", "H", "H", "H"], "coordinates": [[2.45, 0.14, -1.23], [0.30, -0.01, -2.21], [3.02, 0.21, -2.51], [0.83, -0.03, -3.49], [2.22, 0.07, -3.63], [4.11, 0.30, -2.59], [0.15, -0.12, -4.34], [2.65, 0.00, -4.64], [1.11, 0.09, -1.12], [2.33, -0.75, 1.47], [-1.92, 1.08, -0.80], [3.26, 0.07, 0.06], [4.19, -0.50, -0.09], [3.55, 1.08, 0.38], [-0.10, 0.08, 1.95], [-0.59, 0.04, 3.01], [-1.16, -0.26, -1.90], [-1.74, -0.36, -2.82], [-3.72, 0.45, -0.52], [-1.99, 2.64, -1.90], [2.51, -2.61, 1.29], [3.18, -0.03, 3.01], [-3.67, -0.26, 0.85], [-3.26, 0.40, 1.63], [-4.69, -0.54, 1.14], [-3.05, -1.16, 0.82], [-4.71, 1.62, -0.40], [-4.42, 2.33, 0.38], [-4.86, 2.15, -1.34], [-5.69, 1.20, -0.11], [-4.21, -0.53, -1.60], [-5.25, -0.80, -1.35], [-4.23, -0.08, -2.60], [-3.62, -1.45, -1.62], [-2.39, 3.79, -0.94], [-2.08, 3.60, 0.09], [-1.88, 4.71, -1.25], [-3.47, 3.99, -0.95], [-0.60, 2.93, -2.46], [0.18, 2.83, -1.69], [-0.35, 2.27, -3.30], [-0.58, 3.97, -2.82], [-2.99, 2.44, -3.06], [-3.38, 1.42, -3.17], [-3.85, 3.13, -2.96], [-2.49, 2.69, -4.01], [2.54, -0.59, 4.29], [2.91, 0.01, 5.14], [1.45, -0.51, 4.28], [2.83, -1.63, 4.48], [2.93, 1.49, 3.00], [3.53, 1.99, 2.23], [1.88, 1.71, 2.83], [3.23, 1.91, 3.98], [4.69, -0.29, 3.02], [5.15, 0.43, 3.72], [4.94, -1.29, 3.39], [5.17, -0.14, 2.04], [1.95, -3.09, -0.07], [2.37, -4.09, -0.28], [0.86, -3.18, -0.01], [2.21, -2.40, -0.89], [1.66, -3.26, 2.40], [0.61, -2.95, 2.31], [1.71, -4.35, 2.26], [2.02, -3.04, 3.42], [3.99, -3.03, 1.38], [4.60, -2.53, 0.61], [4.44, -2.86, 2.36], [4.04, -4.11, 1.18], [0.33, -0.27, 0.34], [-0.70, -1.52, 0.18], [-1.16, -1.59, -1.01], [-1.57, -2.87, -1.65], [-1.96, -3.91, -0.80], [-1.51, -3.08, -3.03], [-2.38, -5.13, -1.34], [-1.94, -3.72, 0.27], [-1.91, -4.30, -3.58], [-1.14, -2.28, -3.68], [-2.36, -5.33, -2.73], [-2.71, -5.93, -0.67], [-1.85, -4.46, -4.65], [-2.71, -6.28, -3.15], [-1.22, 3.12, 2.89], [-0.09, 3.37, 1.96], [0.46, 2.56, 1.06], [1.48, 3.28, 0.46], [1.54, 4.54, 1.00], [0.53, 4.58, 1.94], [-1.65, 4.09, 3.17], [-1.98, 2.49, 2.41], [-0.84, 2.62, 3.80], [2.10, 2.86, -0.32], [2.19, 5.37, 0.80], [0.26, 5.35, 2.54]], "homo_lumo_gap_ev": 7.6, "fmax_ha_per_bohr": 0.1049, "e_above_lowest_kcal_mol": 0.0, "total_energy_ha": -2357.0624, "charge": 1}